# 1
This record from the Open Molecules 2025 dataset describes C41H61GeN3O3PrS2Si as an isolated structure in a non-equilibrium geometry. The level of theory is wB97M-V/def2-TZVPD.

As for the expectation value of S²: 3.77. As for the orbital gap (spin up / spin down): 4.6 / 7.7 eV. The value obtained for the HOMO energy (spin up / spin down) is -4.4 / -7.5 eV. The energy above the lowest of the compared OMol25 structures with the same formula, charge and spin comes out at 232.76 kJ/mol.

```
! RIJCOSX wB97M-V def2-TZVPD def2/J DEFGRID3
* xyz 0 4
Pr -0.34610 -0.25574 0.60326
Ge 0.19849 -2.63626 2.77830
S -1.24205 -1.26677 -2.49441
S -0.35216 0.55876 -2.94604
Si 2.35139 0.25321 -5.32403
O 0.42739 -2.52636 0.77647
O 1.14128 -0.91002 2.68828
O -1.49215 -1.53902 2.43259
N -2.54861 0.63704 0.19651
N -0.34187 2.31315 0.79337
N 1.58507 -0.12548 -1.15796
C 1.22440 -1.04801 -5.98156
C -4.51102 1.26424 -0.88331
C -2.63797 -1.73099 3.30195
C -3.81941 -1.93346 -2.96275
C 1.07100 -3.74409 -1.28503
C 3.74868 -1.10292 -1.59238
C -3.92847 -0.88078 -5.58552
C 3.96810 0.12347 -6.23367
C -2.71554 -0.80253 -4.86631
C 2.44415 -0.04923 -3.41447
C -1.52140 3.18247 3.38304
C -1.30303 2.74194 0.00521
C -0.50338 -4.72566 0.33087
C 2.15786 -0.48695 3.63653
C -3.51077 -2.71194 2.50906
C -2.40571 1.92770 -0.30934
C 1.69046 1.99397 -5.41906
C 1.88439 -4.51778 0.97990
C -2.33586 -2.36868 4.71017
C -3.24139 -0.33487 3.46505
C 1.36887 0.08655 -2.47742
C 1.71590 5.12938 3.24058
C 1.55918 3.86751 1.14713
C 1.41287 -0.09890 4.86164
C 3.78355 3.41375 -0.10502
C 2.99800 -1.77333 3.93399
C -2.48682 4.34521 3.03692
C -2.68664 -1.33016 -3.56083
C 2.22161 4.83930 1.95935
C 0.55115 4.52065 3.67746
C -5.03520 -1.46624 -5.04347
C -3.85425 0.29393 -0.12893
C 0.75717 -3.85087 0.18795
C 0.37666 3.25090 1.62162
C 3.57058 -0.76070 -2.92908
C 2.79324 -0.66776 -0.71484
C -5.00200 -1.98758 -3.72117
C 2.19545 3.35322 -0.13361
C -0.11102 3.55709 2.91947
C -3.60987 2.31470 -1.04806
C 3.03512 0.65061 3.12750
H -3.26185 -2.40379 5.32538
H 2.29075 5.69707 3.93219
H 3.09697 5.33263 1.49545
H -3.55065 -2.36249 1.46524
H -6.00451 -1.44562 -5.64201
H -4.57588 -2.90543 2.73314
H -1.08874 -4.38784 1.22134
H 3.47577 0.49695 2.15055
H -3.86890 3.31017 -1.43379
H 1.33146 -4.62066 -1.90001
H 2.31258 2.71437 -4.79295
H 1.58429 -1.20090 -7.01710
H 0.18262 -0.76250 -6.09557
H 2.88786 -0.81189 0.35814
H 4.71019 -0.53794 -5.81056
H -2.92070 0.32257 2.59832
H -2.08644 -3.40435 4.45706
H 0.89024 -1.01554 5.25722
H -4.25689 -0.63722 0.12638
H 2.71386 -3.79724 1.08614
H -1.92939 -0.19952 -5.31476
H 4.16163 2.78036 -0.87508
H -3.52179 3.98728 3.18422
H 1.60525 -4.87423 1.96075
H -1.44676 3.07968 4.52032
H 1.83555 2.48737 -6.46547
H -3.75158 -2.44977 -2.01221
H 0.17653 -3.34158 -1.81607
H -1.85388 2.24237 2.89645
H 4.35863 -1.03976 -3.59975
H 1.87347 3.92754 -1.02228
H -3.95383 -0.39420 -6.57204
H -5.86343 -2.42523 -3.25242
H 3.44819 -2.13052 3.01346
H -5.52278 1.16087 -1.26172
H -1.14941 -4.56252 -0.53795
H 3.93261 0.87971 3.79840
H 3.88864 -0.12571 -7.29196
H -2.45508 4.72805 1.97463
H -2.38519 5.22250 3.69335
H 2.12878 0.33248 5.62223
H 2.23839 -5.39967 0.35137
H 3.86895 -1.47865 4.54850
H 4.46587 1.10289 -6.35617
H 0.25087 4.76941 4.67568
H -2.98249 -3.67574 2.52349
H 1.28558 -2.06792 -5.47861
H -0.14748 -5.76263 0.33457
H 0.67716 0.68400 4.71000
H 2.44937 1.61324 3.05681
H 2.38825 -2.58549 4.33197
H 4.20938 4.42533 -0.39623
H -1.55686 -1.90084 5.31635
H -4.32049 -0.34916 3.56398
H 0.66069 2.08095 -5.16188
H 1.94423 2.25909 -0.27863
H -1.33124 3.74395 -0.46524
H 1.82946 -2.97472 -1.43758
H 4.61660 -1.65136 -1.20673
H 4.20692 3.09756 0.87509
H -2.88069 0.21856 4.35075
*
```

# 2
This record from the Open Molecules 2025 dataset describes a 10-piece molecular cluster, C41H62BN9O overall in a non-equilibrium geometry. The level of theory is wB97M-V/def2-TZVPD.

As for the orbital gap: 2.6 eV. The value obtained for the HOMO energy is -6.7 eV. The energy above the lowest of the compared OMol25 structures with the same formula, charge and spin comes out at 197.03 kJ/mol.

```
! RIJCOSX wB97M-V def2-TZVPD def2/J DEFGRID3
* xyz 0 1
O 0.12565 -2.31608 -3.32631
N 1.68980 -5.08103 0.24992
N -2.18044 -2.01744 1.75331
N -2.15545 2.04595 4.69565
N -5.57004 -0.40692 -1.47272
N -0.24637 -1.31214 -4.05249
N 1.44418 3.83483 3.94085
N 5.63217 1.58687 2.23464
N 3.09420 -2.27082 1.27964
N 0.44927 3.68520 1.70209
C -2.51899 -1.73903 -3.04804
C -1.71282 -3.32459 1.63321
C -1.66129 -1.22407 -4.16426
C 0.80484 -0.53180 -4.57925
C 2.52097 4.08199 6.01738
C -0.05526 -5.56358 -1.07346
C -2.78358 -4.17311 2.50610
C -4.38686 0.36909 -1.32886
C 1.03048 -0.97530 -6.07096
C -3.36882 -1.81329 2.50884
C 1.45904 -6.42693 0.50190
C -0.46794 4.39341 2.35542
C -4.05715 2.74327 3.54711
C 1.16279 5.84317 1.54800
C 3.04298 2.87308 5.31104
C -1.99779 0.28271 -4.07012
C 4.20514 1.89507 0.33622
C 4.04067 -2.39190 0.31387
C -4.67625 1.64914 -2.07535
C 1.49138 4.41757 1.13245
C -2.04198 -1.84004 -5.48580
C 4.49135 1.14192 1.63261
C -1.14740 1.10387 -4.89495
C -6.62021 0.23737 -2.24722
C -3.24860 2.81782 4.86517
C 0.86952 -4.42579 -0.69733
C -2.02091 1.44031 3.49568
C -3.24761 1.79893 2.66288
C 4.34774 -4.20979 1.74660
C -3.77036 -3.15702 3.10102
C 0.09073 5.76179 2.49741
C 6.15362 2.69469 1.67534
C 5.40833 2.81750 0.28055
C -6.11176 1.60696 -2.63236
C 4.97604 -3.52643 0.54706
C 2.39780 2.81533 4.02844
C 3.21097 -3.32603 2.25981
C 1.41584 4.63367 5.05217
C 2.11777 -0.63801 -3.84713
C 0.35421 1.06508 -4.64461
C 0.33161 -6.81098 -0.42687
B 0.28186 0.46789 0.14416
H 5.80222 1.16206 3.22238
H -2.28241 -2.62183 -3.08015
H -3.07244 0.37784 -4.47483
H 3.81202 2.29766 5.87538
H -1.47306 2.17003 -4.83745
H 2.45445 -1.51649 1.31311
H 0.86997 3.90337 3.14394
H 0.73006 1.37096 -0.68736
H -3.57157 0.02506 -0.91925
H -1.26192 1.95074 5.38882
H 5.84699 3.45533 -0.51523
H 4.28949 -1.60771 -0.60297
H 0.37782 2.68880 1.46051
H -1.73648 -1.29132 1.34119
H -5.05197 3.16067 3.18202
H -1.47460 0.93040 -5.90105
H 4.77436 -4.92673 2.15087
H -7.47085 -0.35305 -2.32771
H -2.25753 -1.21055 -2.14308
H 2.05566 -0.80970 -6.52585
H -2.65966 -5.15838 2.56398
H 2.94308 -0.17291 -4.40651
H 0.45582 -0.66656 -6.79262
H -3.17903 -1.98519 -5.63605
H 2.08096 -4.61732 0.91633
H -1.64775 -2.97392 -5.49631
H 2.28529 -1.63103 -3.73687
H -3.88704 2.40077 -2.29862
H -3.64100 -1.73446 -3.43695
H 0.62220 -3.32779 -0.76242
H 3.44799 1.68795 -0.35620
H -0.93831 -5.34679 -1.91900
H 5.75238 -3.93745 -0.08247
H -6.54725 2.35805 -3.28275
H 0.83745 0.57988 1.28848
H -1.84606 -1.50206 -6.56254
H -0.82652 -3.72420 1.22251
H 2.61507 -3.26810 3.09280
H 2.00693 -6.93844 1.26871
H 1.72585 6.63522 1.28897
H 1.01789 1.57651 -5.24660
H -3.78624 -0.73653 2.53724
H -4.46392 -3.43000 3.69397
H 2.01811 -0.09032 -2.86665
H 7.01780 3.10713 2.10644
H 0.66269 5.42459 5.29895
H -0.91148 0.47145 0.30592
H 2.88523 4.44538 7.04449
H 2.48033 2.06575 3.26724
H 2.21039 3.92266 0.51165
H -0.51194 6.61724 2.94558
H -1.20689 0.65551 3.48111
H 3.86600 0.30065 2.11298
H -3.61787 1.31788 1.81026
H -0.29832 -7.87281 -0.51098
H -1.34666 3.94241 2.56819
H 0.42057 -0.73862 -0.28489
H 0.66330 1.61259 -3.59185
H -3.40395 3.41283 5.77168
H 0.68253 -1.89794 -6.17500
H -5.88136 -1.29875 -1.02629
H -2.04982 0.75722 -3.10763
*
```

# 3
This record from the Open Molecules 2025 dataset describes C41H63AsGeO3P3RbS4Se as an isolated structure in a non-equilibrium geometry. The level of theory is wB97M-V/def2-TZVPD.

As for the orbital gap: 3.5 eV. The value obtained for the HOMO energy is -0.3 eV. The energy above the lowest of the compared OMol25 structures with the same formula, charge and spin comes out at 49.21 kJ/mol.

```
! RIJCOSX wB97M-V def2-TZVPD def2/J DEFGRID3
* xyz -2 1
Rb -0.38255 0.94020 0.59113
Se -1.34614 -2.85799 -0.14103
As -3.62893 1.77283 1.99971
Ge -1.72556 -5.70854 -1.51544
S -1.78338 1.92309 3.17888
S -3.17002 2.14927 -0.16027
S -5.04535 3.26542 2.66692
S -4.34179 -0.27599 2.16254
P 0.38297 2.26653 -2.64038
P 0.76834 3.89977 -0.10348
P 1.83808 -1.35779 2.36681
O 0.20589 0.84886 -2.19841
O 1.46978 2.69540 0.45472
O 1.40858 -1.78889 -2.00527
C 4.26513 5.80912 -0.93919
C -1.10579 -3.89134 -1.78298
C -0.74110 5.19721 3.37311
C 3.62012 -3.57701 1.79439
C 0.11894 4.72947 2.39212
C 0.99382 -3.46969 4.19191
C -2.97121 -1.92620 -0.68359
C 3.74832 -1.53536 0.30774
C 3.31828 4.89343 -0.48834
C 4.03128 3.72309 -3.90701
C -0.60786 -6.52141 -0.13955
C 1.40862 -1.62488 -4.44059
C -1.76734 2.91499 -6.63888
C -0.74664 -1.92544 3.22515
C 2.15135 2.58810 -2.91400
C 4.39870 1.87008 -2.41906
C 2.65906 3.58267 -3.74275
C 1.56785 6.26202 -1.40413
C -3.58446 -5.72703 -0.95630
C 1.97002 5.11675 -0.72659
C -0.28721 4.72285 1.06062
C 2.85232 -2.39892 1.19988
C 4.89761 2.86480 -3.24480
C -1.01556 1.49152 -4.85386
C -1.22367 4.01766 -5.99239
C -0.57342 3.85324 -4.77717
C 3.86227 6.94018 -1.63086
C 2.89144 -1.04151 3.85510
C 2.20927 -1.81686 -3.16730
C -1.56745 5.16919 0.71784
C 3.02476 1.72987 -2.25584
C -1.67313 1.65718 -6.06913
C -2.01881 5.60705 3.03330
C 4.17907 -0.30489 3.49217
C 2.51129 7.17132 -1.86446
C -2.43526 5.59270 1.70876
C -0.30374 3.49182 -1.50929
C -1.54393 -6.75567 -3.15790
C 2.05890 -0.18420 4.81756
C 0.60111 -2.61423 2.98702
C -0.45154 2.58724 -4.21492
H 1.97790 -3.93272 4.10173
H -2.28441 3.04463 -7.58198
H -0.69726 -1.13962 3.98127
H -0.57341 -5.84929 0.71982
H 3.14836 -1.98516 4.34490
H 4.30165 -3.26072 2.58994
H -1.26810 3.06092 -1.08644
H 3.00853 -1.06485 -3.11192
H -2.74146 -1.22386 -1.48264
H 5.96822 2.97586 -3.37225
H 4.22532 -4.06962 1.02474
H 0.25819 -4.26994 4.31778
H -0.50721 -6.75850 -3.50121
H -3.88709 -6.73585 -0.66761
H 2.69574 -2.79558 -3.17302
H 1.07221 4.29519 2.66773
H 0.51144 6.45898 -1.55847
H -0.45060 5.13144 4.41289
H -1.51354 -2.64361 3.52553
H -3.46352 5.81668 1.46312
H -0.18356 4.72576 -4.26429
H -2.12394 0.80152 -6.55505
H -1.94262 5.07348 -0.29213
H 4.88554 -0.94251 2.95993
H 0.98945 -0.61853 -4.47254
H 2.06609 -2.78767 0.54162
H 2.62318 0.96085 -1.60945
H 1.17270 -0.70215 5.18167
H 2.94822 -4.32772 2.21197
H -0.96399 0.52143 -4.37647
H 1.99521 4.25733 -4.26811
H 4.58534 -1.10094 0.85786
H 5.06889 1.19833 -1.89729
H -1.85445 -7.78921 -2.98654
H 5.31773 5.62850 -0.75721
H -3.71517 -2.65572 -1.00354
H 0.58582 -2.34203 -4.48133
H -3.70847 -5.06223 -0.10032
H 0.40903 -6.67505 -0.50724
H 4.16106 -2.13814 -0.50781
H -1.64341 -3.37192 -2.57704
H 2.19239 8.06220 -2.39148
H 3.96879 0.56520 2.86256
H 2.04117 -1.76098 -5.32224
H -0.04356 -3.86835 -2.03283
H -0.55176 4.40514 -2.05300
H 3.17998 -0.71969 -0.13973
H 4.67322 0.05536 4.40031
H 0.98405 -2.88278 5.11338
H -3.35305 -1.37213 0.18641
H -2.16857 -6.33473 -3.94855
H -1.32077 5.00649 -6.42186
H 2.66112 0.10721 5.68455
H 0.47515 -3.28200 2.12706
H 1.70384 0.72466 4.32468
H 4.41950 4.50556 -4.54675
H 0.93453 -0.93992 -1.97257
H -4.23849 -5.38331 -1.75952
H -1.01060 -7.48208 0.18748
H 4.60020 7.64990 -1.98639
H 3.61055 3.99246 0.03809
H -1.11099 -1.43394 2.32615
H -2.73072 5.85304 3.80963
*
```

# 4
This record from the Open Molecules 2025 dataset describes a 6-piece molecular cluster, C41H63F9N9O4 overall in a non-equilibrium geometry. The level of theory is wB97M-V/def2-TZVPD.

As for the orbital gap: 7.9 eV. The value obtained for the HOMO energy is -11.7 eV. The energy above the lowest of the compared OMol25 structures with the same formula, charge and spin comes out at 39.81 kJ/mol.

```
! RIJCOSX wB97M-V def2-TZVPD def2/J DEFGRID3
* xyz 1 1
F 1.98056 -0.54801 -2.04265
F -0.28316 -2.12234 -1.70521
F 3.54872 -3.51614 -0.94644
F 4.39123 -1.56096 -0.74589
F 1.19681 -2.10375 -4.01345
F 0.63341 -4.05197 -1.17605
F -0.41742 -3.79893 -3.01734
F 2.31625 -3.80019 -3.36232
F 3.59934 -1.52837 -3.05785
O 2.53682 4.01496 -1.09650
O 0.29430 4.22722 -1.38139
O 1.80688 -3.35609 5.07346
O 4.00624 -2.80080 5.21539
N 3.32030 1.41142 -0.39928
N -2.03658 7.36420 -5.33698
N -2.12768 -0.25898 6.11809
N 0.87867 6.51231 -1.01257
N -1.91067 0.34294 -8.72579
N -2.15128 3.26256 4.18681
N -2.87804 1.41140 0.86854
N 0.38996 0.31724 1.49532
N 1.71242 -10.77204 -3.20606
C 1.09449 2.42940 -0.06550
C -0.71321 5.39584 -6.45539
C 2.01088 1.40678 0.17112
C -1.86661 1.35662 1.89920
C -1.39652 3.71405 4.93253
C 1.20387 -2.13692 5.57643
C -3.21174 -0.44664 6.46538
C 2.35049 -2.02443 0.37650
C -0.13956 2.36248 0.50826
C -3.20711 0.11003 0.27999
C -1.95127 0.01618 -5.02999
C 3.05259 -3.16664 4.56909
C -0.01602 -0.82689 2.34194
C 2.58676 -1.73102 -2.20049
C 0.91752 4.53243 5.14645
C -1.27408 -0.18695 -7.92411
C -0.41403 4.27779 5.86379
C 0.32305 -0.52088 3.80065
C -1.33715 -1.21592 -5.68357
C -0.48285 1.30873 1.28837
C 2.63296 -0.73948 1.19565
C 0.53681 5.49335 -1.99169
C 1.65525 -2.74688 -2.91674
C -0.24912 6.75455 -0.08211
C 3.32115 -9.00578 -4.28426
C 3.13812 -7.63959 -3.61551
C 0.00222 -1.69793 4.74802
C 3.22516 -2.20582 -0.86111
C 1.40013 3.63715 -0.91110
C 0.38471 -3.18872 -2.14421
C 1.53460 3.26149 4.57062
C -2.32293 3.66278 -5.51526
C 1.72079 -7.09625 -3.75983
C -1.65258 4.22516 -6.76452
C -4.17925 -3.21431 7.06727
C -4.58446 -0.70196 6.91660
C -4.63860 -1.95666 7.79709
C -0.47208 -0.86643 -6.89868
C 1.62218 0.36148 0.94883
C -1.45435 6.50253 -5.83469
C 2.42345 -9.99805 -3.67909
H -0.52584 7.80626 -0.05058
H -1.06849 -1.03400 2.19069
H 3.23756 1.83156 -1.31894
H 2.49141 3.48408 4.09759
H 1.61593 4.98201 5.85286
H -5.22351 -0.82046 6.04044
H -4.93334 0.16829 7.47275
H 0.94978 7.35806 -1.56792
H -1.12385 6.17633 -0.39494
H 0.99205 -7.74577 -3.27268
H 1.44303 -6.99791 -4.81127
H 0.76780 5.25417 4.34112
H -2.13580 -1.89729 -5.98218
H -3.69413 1.91292 1.18024
H 0.87998 -2.33662 6.59694
H 0.07854 5.07923 -5.77383
H -0.72222 -1.74550 -4.95442
H -0.39153 5.80074 -2.48544
H -1.57956 3.31964 -4.79039
H -1.17548 0.71680 -4.71133
H 1.31622 5.45156 -2.75056
H -4.08109 -0.33492 0.76379
H -2.34962 -0.56042 0.26616
H -2.95800 2.81703 -5.77440
H -1.90502 2.31257 2.43666
H -4.01821 -1.80924 8.68292
H -0.27768 3.58044 6.69167
H -0.82261 -1.39353 5.41310
H 4.34897 -9.34973 -4.16894
H 1.28629 -2.05662 0.15907
H -2.95598 4.40843 -5.03123
H -5.66306 -2.09657 8.14384
H 1.40777 -0.37343 3.84278
H -0.33532 -2.53043 4.12253
H -0.04247 -1.76991 -7.33149
H -1.08234 3.43390 -7.25471
H -0.12196 0.41775 4.13955
H -0.81156 5.20818 6.26914
H 1.64200 -6.11449 -3.29643
H 0.02145 6.46122 0.93262
H -0.24473 5.76012 -7.36969
H -2.53440 -0.26620 -4.15230
H -0.86583 3.14604 0.36469
H -4.78790 -3.39796 6.17958
H 3.19385 -3.38518 3.49443
H 0.34893 -0.20930 -6.60702
H -3.47987 0.26740 -0.76641
H 3.10496 -8.94201 -5.35152
H -3.13496 -3.13959 6.75739
H -4.26258 -4.08341 7.71849
H 3.63935 -0.35530 1.09803
H 3.86037 2.08656 0.13876
H 2.54873 -2.87986 1.02178
H 3.84123 -6.93192 -4.05941
H 1.70857 2.51920 5.35262
H -2.42084 4.54689 -7.46894
H 1.98230 -1.37549 5.65072
H 0.88980 2.81339 3.80899
H -2.03722 0.58898 2.66003
H 0.51220 -1.73128 2.05811
H 3.38706 -7.71500 -2.55507
H 2.51355 -1.00694 2.24662
H -2.62341 0.53624 -5.71241
*
```